No. 1
{
  "formula": "C28H24IN4Pt",
  "method": "the ωB97M-V functional and the def2-TZVPD basis",
  "species": ["Pt", "C", "N", "C", "C", "C", "C", "C", "C", "N", "C", "C", "C", "C", "C", "C", "N", "C", "C", "C", "C", "C", "N", "H", "H", "H", "H", "H", "H", "H", "H", "H", "H", "H", "H", "H", "H", "H", "H", "H", "H", "I", "C", "C", "C", "C", "C", "C", "C", "C", "C", "C", "H", "H", "H", "H", "H", "H"],
  "xyz": [[0.8260, -0.3916, -0.6096], [-1.7901, -2.2615, 0.7119], [-1.6828, -1.9069, -0.6956], [-2.8674, -1.2496, -1.1984], [-2.8754, 0.1948, -0.7347], [-4.0283, 1.0509, -0.8749], [-3.9801, 2.3682, -0.4512], [-2.7852, 2.8352, 0.0548], [-1.6068, 1.9687, 0.1217], [-1.7819, 0.6234, -0.2366], [-1.1554, -2.9656, -1.5409], [0.1896, -3.4052, -1.0162], [0.5370, -4.7466, -1.0146], [1.7204, -5.1608, -0.4287], [2.5245, -4.2115, 0.1870], [2.1388, -2.8907, 0.1338], [1.0095, -2.4783, -0.4806], [-1.0379, -1.4154, 1.7339], [-1.4512, -1.5103, 3.0591], [-0.7623, -0.8458, 4.0559], [0.3463, -0.0839, 3.7087], [0.7044, -0.0235, 2.3800], [0.0291, -0.6748, 1.4124], [-2.8400, -2.2746, 1.0219], [-1.4421, -3.2881, 0.8646], [-2.8630, -1.2517, -2.2924], [-3.8033, -1.7383, -0.8912], [-4.9391, 0.6472, -1.3079], [-4.8517, 3.0065, -0.5135], [-2.7167, 3.8496, 0.4297], [-1.1954, 2.0217, 1.1463], [-1.8044, -3.8491, -1.5758], [-1.0621, -2.5925, -2.5641], [-0.1411, -5.4636, -1.4581], [1.9971, -6.2067, -0.4284], [3.4383, -4.4841, 0.6952], [2.7453, -2.1231, 0.5939], [-2.3126, -2.1195, 3.3020], [-1.0802, -0.9226, 5.0872], [0.9257, 0.4491, 4.4490], [1.5663, 0.5482, 2.0629], [2.9206, -0.3598, -2.0702], [3.2389, 1.5837, -1.3570], [4.4700, 2.1606, -1.4348], [4.5938, 3.5066, -1.0478], [3.4828, 4.2451, -0.6878], [2.2173, 3.6643, -0.6704], [1.0411, 4.4814, -0.4653], [-0.1727, 3.9550, -0.5885], [-0.3903, 2.4876, -0.7935], [0.8310, 1.5924, -0.7585], [2.0657, 2.2683, -0.9326], [5.3337, 1.6177, -1.7946], [5.5691, 3.9756, -1.0765], [3.5877, 5.2957, -0.4508], [1.1720, 5.5472, -0.3274], [-1.0341, 4.6077, -0.6206], [-0.7683, 2.3435, -1.8218]],
  "lowdin_charge": [0.869, -0.095, -0.194, -0.099, -0.184, 0.173, 0.046, 0.126, -0.248, 0.133, -0.109, -0.246, 0.024, 0.014, -0.005, -0.166, -0.125, -0.230, 0.014, 0.002, -0.014, -0.115, -0.044, 0.139, 0.150, 0.151, 0.150, 0.158, 0.148, 0.148, 0.202, 0.145, 0.142, 0.137, 0.137, 0.131, 0.096, 0.136, 0.135, 0.129, 0.113, 1.337, -0.548, -0.080, 0.035, 0.030, -0.114, 0.024, -0.011, -0.183, -0.182, -0.246, 0.126, 0.142, 0.141, 0.144, 0.123, 0.192],
  "homo_lumo_gap_ev": 5.37,
  "charge": 3,
  "energy_ha": -1716.37710
}



No. 2
{
  "formula": "C42H78BBrCl18IN3O7PS",
  "method": "the ωB97M-V functional and the def2-TZVPD basis",
  "species": ["C", "C", "C", "C", "C", "C", "C", "C", "P", "O", "O", "C", "C", "O", "C", "C", "C", "C", "C", "O", "N", "C", "C", "N", "C", "O", "C", "Br", "I", "C", "N", "C", "S", "C", "C", "C", "B", "O", "O", "H", "H", "H", "H", "H", "H", "H", "H", "H", "H", "H", "H", "H", "H", "H", "H", "H", "H", "H", "H", "H", "H", "H", "H", "H", "H", "H", "H", "H", "H", "H", "H", "H", "H", "H", "H", "H", "H", "H", "H", "H", "H", "Cl", "C", "C", "Cl", "H", "H", "H", "H", "Cl", "C", "C", "Cl", "H", "H", "H", "H", "Cl", "C", "C", "Cl", "H", "H", "H", "H", "Cl", "C", "C", "Cl", "H", "H", "H", "H", "Cl", "C", "C", "Cl", "H", "H", "H", "H", "Cl", "C", "C", "Cl", "H", "H", "H", "H", "Cl", "C", "C", "Cl", "H", "H", "H", "H", "Cl", "C", "C", "Cl", "H", "H", "H", "H", "Cl", "C", "C", "Cl", "H", "H", "H", "H"],
  "xyz": [[4.0922, 1.0756, 0.2009], [3.6463, 0.0444, 0.5794], [3.1520, -1.2385, 1.1151], [1.9095, -1.7495, 0.3525], [0.6266, -1.6509, 1.1863], [0.7212, -1.8122, 2.7140], [0.8541, -0.4541, 3.4634], [-0.4071, 0.4514, 3.3225], [-0.1804, 1.8281, 2.1322], [-0.6596, 1.5040, 0.7780], [1.3742, 2.1956, 2.0921], [1.6797, 3.5131, 1.5958], [1.7769, 3.5937, 0.0566], [-1.0236, 3.0615, 2.7509], [-2.0665, 3.6152, 1.8830], [-1.5025, 4.5730, 0.8240], [-0.6680, -2.4672, 0.7020], [-1.8543, -1.6088, 1.1616], [-3.2490, -1.8318, 0.5656], [-4.0224, -2.6594, 0.9562], [-3.6305, -0.9438, -0.4682], [-4.0419, 0.3158, 0.1674], [-4.7939, -1.4557, -1.2091], [-0.5704, -3.8083, 1.3010], [-1.5756, -4.3312, 1.7606], [-2.4918, -4.7560, 2.3109], [-0.4508, -2.6688, -0.8050], [-0.5913, -1.0516, -1.8594], [-1.9173, -4.0486, -1.7053], [0.8190, -3.4985, -1.0499], [2.1277, -2.9829, -0.4840], [2.6822, -4.1318, 0.3265], [3.1856, -5.6018, -0.5967], [1.9197, -6.8762, -0.3287], [2.2611, -8.0276, -1.3065], [2.9227, -2.6997, -1.7255], [4.4894, -2.4545, -1.6159], [5.0027, -1.5105, -2.4402], [5.3679, -3.1538, -0.7848], [4.6392, 1.9504, -0.0185], [4.0256, -1.8865, 1.0573], [3.0312, -1.0463, 2.1755], [1.7955, -1.0109, -0.4373], [0.3126, -0.6121, 1.0732], [1.6051, -2.3926, 2.9816], [-0.1598, -2.2410, 3.1755], [1.7312, 0.1285, 3.1873], [0.9466, -0.7212, 4.5152], [-1.3407, -0.0635, 3.1328], [-0.5471, 0.9563, 4.2819], [2.6825, 3.7328, 1.9593], [1.0442, 4.2929, 1.9970], [2.8196, 3.4794, -0.2234], [1.1895, 2.8277, -0.4371], [1.5053, 4.6093, -0.2281], [-2.7378, 2.8694, 1.4705], [-2.6867, 4.2411, 2.5253], [-1.0845, 4.0518, -0.0310], [-0.7937, 5.2390, 1.3120], [-2.2804, 5.2324, 0.4095], [-1.9866, -1.7441, 2.2353], [-1.6875, -0.5384, 1.0395], [-4.2395, 1.0838, -0.5608], [-3.2670, 0.7135, 0.8232], [-4.9816, 0.1820, 0.7190], [-4.5749, -2.4231, -1.6412], [-5.6810, -1.4757, -0.5708], [-4.9906, -0.7367, -2.0043], [0.5959, -4.5041, -0.7275], [0.8406, -3.5810, -2.1296], [1.8931, -4.4554, 1.0062], [3.5214, -3.8621, 0.9539], [1.9225, -7.2402, 0.6949], [0.9086, -6.5489, -0.5708], [1.3709, -8.5000, -1.7033], [2.8075, -7.5810, -2.1396], [2.9405, -8.7378, -0.8460], [2.8829, -3.5450, -2.4156], [2.4932, -1.8719, -2.2837], [5.7715, -1.1114, -2.0228], [5.7194, -2.5237, -0.1412], [-5.3140, 2.9621, -1.7705], [-7.0619, 3.2439, -1.9908], [-7.8473, 1.9584, -1.9704], [-7.5151, 0.9497, -3.3987], [-7.2003, 3.7830, -2.9248], [-7.3849, 3.8877, -1.1745], [-8.9134, 2.1793, -1.9766], [-7.6247, 1.3701, -1.0832], [-2.7133, 7.7115, 2.5153], [-1.7725, 7.9178, 4.0153], [-0.3026, 8.1044, 3.7412], [0.4538, 6.6189, 3.1043], [-1.9548, 7.0519, 4.6475], [-2.1654, 8.7990, 4.5196], [0.2161, 8.3536, 4.6658], [-0.1217, 8.9009, 3.0242], [-1.7530, -0.4422, -5.1577], [-0.7457, 0.8351, -5.8858], [0.4478, 1.1608, -5.0354], [-0.0157, 1.9625, -3.5132], [-1.3712, 1.7081, -6.0456], [-0.4173, 0.4680, -6.8563], [1.1056, 1.8459, -5.5678], [1.0156, 0.2669, -4.7864], [8.1142, -1.3713, 1.2373], [8.6622, -1.5609, -0.4500], [9.0672, -0.2511, -1.0775], [7.6718, 0.8346, -1.3252], [7.8586, -2.0359, -1.0086], [9.5124, -2.2401, -0.4342], [9.5062, -0.4389, -2.0558], [9.7973, 0.2806, -0.4729], [1.6961, 9.7832, 1.6184], [2.9516, 8.5555, 1.3067], [3.6408, 8.7685, -0.0164], [2.5580, 8.4477, -1.3946], [2.4826, 7.5768, 1.3598], [3.6752, 8.6316, 2.1170], [4.4813, 8.0819, -0.1057], [4.0169, 9.7840, -0.1117], [-3.1714, 6.0722, -1.9692], [-3.2248, 5.4494, -3.6485], [-3.2143, 6.5706, -4.6650], [-4.7299, 7.5131, -4.6410], [-4.1091, 4.8250, -3.7519], [-2.3475, 4.8206, -3.7826], [-3.1140, 6.1609, -5.6765], [-2.3875, 7.2557, -4.4911], [1.4517, -5.4549, 4.4639], [-0.2499, -5.7631, 4.9093], [-0.4594, -7.1733, 5.3935], [-0.2652, -8.3652, 4.0814], [-0.8705, -5.5449, 4.0473], [-0.5033, -5.0587, 5.7000], [-1.4722, -7.2847, 5.7767], [0.2364, -7.4306, 6.1884], [0.4312, -12.0854, 6.9532], [0.6564, -11.7730, 5.2131], [2.0261, -12.1781, 4.7325], [3.3073, -11.1299, 5.3938], [0.4702, -10.7171, 5.0359], [-0.1036, -12.3496, 4.6873], [2.0742, -12.0923, 3.6479], [2.2566, -13.2050, 5.0051], [-3.5505, 5.2258, -7.7652], [-5.2751, 4.9010, -7.4304], [-5.5187, 3.4674, -7.0388], [-5.2556, 2.3433, -8.3957], [-5.8433, 5.1759, -8.3152], [-5.5696, 5.5623, -6.6156], [-6.5525, 3.3450, -6.7209], [-4.8718, 3.1622, -6.2203]],
  "lowdin_charge": [0.138, -0.096, -0.096, -0.172, -0.172, -0.144, -0.185, -0.167, 0.535, -0.279, -0.199, -0.245, -0.058, -0.208, -0.224, -0.102, -0.440, -0.056, -0.498, 0.104, -0.161, -0.070, -0.074, 0.155, -0.337, 0.222, -1.004, 0.795, 1.062, -0.290, -0.167, -0.375, 0.984, -0.497, -0.151, -0.019, -0.668, 0.192, 0.122, 0.041, 0.107, 0.111, 0.114, 0.102, 0.105, 0.108, 0.088, 0.114, 0.080, 0.099, 0.117, 0.034, 0.044, 0.058, 0.078, 0.094, 0.110, 0.063, 0.006, 0.019, 0.126, 0.075, 0.003, 0.067, 0.104, 0.044, 0.090, 0.080, 0.040, 0.089, 0.091, 0.086, 0.076, 0.063, 0.076, 0.048, 0.075, 0.122, 0.131, 0.060, 0.074, 0.598, -0.630, -0.657, 0.546, 0.069, 0.078, 0.076, 0.065, 0.566, -0.645, -0.649, 0.623, 0.068, 0.076, 0.080, -0.011, 0.529, -0.650, -0.658, 0.532, 0.067, 0.077, 0.076, 0.062, 0.562, -0.649, -0.633, 0.572, 0.046, 0.082, 0.080, 0.074, 0.596, -0.656, -0.664, 0.540, 0.024, 0.078, 0.072, 0.069, 0.567, -0.651, -0.667, 0.551, 0.030, 0.067, -0.028, 0.071, 0.538, -0.651, -0.633, 0.574, 0.033, 0.079, 0.080, 0.076, 0.539, -0.680, -0.664, 0.531, -0.010, 0.075, 0.070, 0.068, 0.585, -0.631, -0.666, 0.547, 0.073, 0.041, 0.074, 0.061],
  "homo_lumo_gap_ev": 8.80,
  "charge": 1,
  "energy_ha": -14257.54366
}



No. 3
{
  "formula": "C17H50B3NO13S",
  "method": "the ωB97M-V functional and the def2-TZVPD basis",
  "species": ["C", "C", "C", "C", "C", "C", "O", "B", "O", "B", "C", "C", "C", "S", "O", "B", "C", "O", "N", "O", "O", "H", "H", "H", "H", "H", "H", "H", "H", "H", "H", "H", "H", "H", "H", "H", "H", "H", "H", "H", "H", "H", "H", "C", "O", "H", "H", "H", "H", "C", "O", "H", "H", "H", "H", "C", "O", "H", "H", "H", "H", "C", "O", "H", "H", "H", "H", "C", "O", "H", "H", "H", "H", "C", "O", "H", "H", "H", "H", "C", "O", "H", "H", "H", "H"],
  "xyz": [[-1.8070, 1.2129, 1.6405], [-1.9397, 0.0291, 0.4683], [-0.9045, -1.1792, 0.9817], [-1.4752, 0.6521, -1.0118], [-2.4906, 1.8399, -1.5424], [-1.4529, -0.5365, -2.1889], [-1.3089, 0.0173, -3.5415], [0.0443, -0.1611, -4.0939], [1.2683, -0.5321, -3.3608], [2.4507, 0.1582, -3.9690], [3.2870, 1.2530, -3.0164], [2.1363, 2.3189, -2.4775], [2.7474, 3.6399, -1.7233], [2.3845, 3.3964, 0.1369], [2.7719, -0.1389, -5.3787], [1.4597, -0.5838, -5.9669], [1.3194, -1.8516, -7.0094], [1.6394, -3.1093, -6.2634], [0.5105, -3.8195, -6.0848], [0.0951, -3.6330, -4.9460], [0.1968, 0.1209, -5.5656], [-0.6845, 1.5748, 1.7557], [-2.1787, 0.7492, 2.6533], [-2.4926, 2.1329, 1.4102], [-3.0597, -0.3653, 0.4062], [-0.8218, -1.0595, 2.1555], [0.1748, -1.0601, 0.5354], [-1.3857, -2.2053, 0.6899], [-0.4264, 1.1388, -0.8334], [-3.2853, 1.3282, -2.2391], [-1.7982, 2.6182, -2.1193], [-3.0126, 2.4435, -0.6865], [-0.7201, -1.4075, -1.9207], [-2.5480, -1.0106, -2.1417], [4.1776, 1.7612, -3.5805], [3.6448, 0.6168, -2.0724], [1.4804, 1.7272, -1.7098], [1.4841, 2.6081, -3.4339], [3.8844, 3.8329, -1.9309], [2.0484, 4.5537, -2.0367], [1.0718, 2.8285, 0.2077], [0.2077, -1.9528, -7.3847], [2.0482, -1.6550, -7.9063], [0.8910, 7.1142, 1.2257], [0.5203, 6.0222, 2.0469], [0.4315, 8.0249, 1.6168], [1.9781, 7.2248, 1.2337], [0.5393, 6.9401, 0.2059], [0.9427, 5.2289, 1.6756], [-2.9679, -4.9130, 1.9254], [-2.6011, -3.6699, 2.4951], [-3.6807, -4.7365, 1.1164], [-2.0798, -5.4074, 1.5242], [-3.4343, -5.5410, 2.6884], [-1.9686, -3.8583, 3.2092], [-2.3345, -8.9878, 2.1397], [-1.9676, -7.7447, 2.7094], [-3.0472, -8.8113, 1.3307], [-1.4463, -9.4821, 1.7385], [-2.8008, -9.6158, 2.9027], [-1.3351, -7.9331, 3.4235], [4.7304, 7.1858, 2.8570], [5.5255, 6.2108, 2.2079], [5.3108, 7.6369, 3.6652], [4.4444, 7.9600, 2.1407], [3.8381, 6.7116, 3.2730], [4.9844, 5.8283, 1.4962], [0.0222, 1.4385, 4.8255], [-0.3115, 0.1375, 4.3775], [-0.0170, 2.1269, 3.9781], [-0.6949, 1.7583, 5.5855], [1.0326, 1.4335, 5.2416], [-0.2683, -0.4508, 5.1505], [-4.2456, 1.5758, 6.1196], [-2.9381, 2.0962, 6.2748], [-4.2830, 0.9754, 5.2076], [-4.4926, 0.9464, 6.9780], [-4.9594, 2.3994, 6.0406], [-2.9355, 2.6238, 7.0916], [1.9818, -6.2616, -3.4704], [1.0394, -6.2401, -4.5267], [1.8352, -7.1704, -2.8820], [2.9935, -6.2568, -3.8833], [1.8336, -5.3882, -2.8308], [1.1938, -5.4231, -5.0309]],
  "lowdin_charge": [-0.109, -0.313, -0.098, -0.275, -0.085, -0.146, 0.021, -0.482, 0.167, -0.341, -0.077, -0.267, -0.486, 0.613, 0.177, -0.280, -0.017, -0.133, -0.030, 0.076, 0.167, 0.079, 0.080, 0.067, 0.147, 0.068, 0.086, 0.070, 0.105, 0.091, 0.091, 0.070, 0.136, 0.153, 0.119, 0.136, 0.070, 0.139, 0.097, 0.085, -0.115, 0.147, 0.143, -0.168, -0.147, 0.081, 0.059, 0.074, 0.010, -0.173, -0.146, 0.080, 0.070, 0.069, 0.084, -0.156, -0.145, 0.083, 0.076, 0.076, 0.087, -0.171, -0.131, 0.080, 0.071, 0.075, 0.070, -0.157, -0.150, 0.069, 0.056, 0.076, 0.087, -0.158, -0.141, 0.080, 0.075, 0.076, 0.086, -0.159, -0.140, 0.079, 0.076, 0.075, 0.014],
  "smiles": "CC(C)[C@H](C)COB1OB(CCCS)OB(CON=O)O1.CO.CO.CO.CO.CO.CO.CO",
  "homo_lumo_gap_ev": 8.46,
  "energy_ha": -2183.17237
}